# 1
The following is a quantum chemistry calculation of a molecular structure, H8O4Pd, from OMol25.

ORCA input file:
```
! RIJCOSX wB97M-V def2-TZVPD def2/J DEFGRID3
* xyz 2 3
Pd 16.34 -13.05 19.69
O 14.65 -12.84 19.92
H 13.89 -13.37 19.64
H 14.47 -12.48 20.81
O 16.98 -12.60 21.20
H 16.49 -12.33 21.95
H 17.95 -12.34 21.40
O 16.63 -14.68 19.38
H 16.15 -15.45 19.76
H 17.23 -15.11 18.74
O 16.66 -12.01 18.48
H 17.55 -11.68 18.29
H 16.24 -12.40 17.69
*
```

HOMO energy (spin up / spin down)	-18.2 / -17.6	eV
HOMO-LUMO gap (spin up / spin down)	9.7 / 7.8	eV

***

# 2
The following is a quantum chemistry calculation of C23H35N3O in the gas phase, from OMol25.

ORCA input file:
```
! RIJCOSX wB97M-V def2-TZVPD def2/J DEFGRID3
* xyz 0 1
C 2.81 4.34 -4.17
C 1.96 4.08 -2.96
C 2.47 4.71 -1.70
C 0.85 3.35 -3.05
C -0.09 2.97 -1.94
N 0.14 1.69 -1.28
C 1.32 1.62 -0.45
C 1.19 0.41 0.48
N 1.01 -0.79 -0.31
C 1.07 -2.02 0.48
C -0.02 -2.16 1.50
C -0.02 -1.65 2.77
N -1.20 -1.92 3.41
C -1.52 -1.52 4.76
C -0.59 -2.22 5.75
C -1.46 0.00 4.91
C -2.00 -2.62 2.55
C -3.28 -3.13 2.71
C -3.84 -3.81 1.65
C -3.15 -3.99 0.45
C -1.88 -3.50 0.28
C -1.29 -2.79 1.33
C -0.20 -0.67 -1.10
C -0.04 0.50 -2.08
C 1.10 0.18 -3.09
C 0.57 -0.28 -4.44
O -0.10 -1.52 -4.40
H 2.83 5.41 -4.39
H 3.84 4.03 -3.97
H 2.44 3.81 -5.04
H 2.81 5.73 -1.91
H 1.72 4.75 -0.92
H 3.33 4.15 -1.33
H 0.58 2.95 -4.03
H -1.11 2.92 -2.36
H -0.09 3.73 -1.16
H 2.25 1.53 -1.03
H 1.38 2.53 0.15
H 0.34 0.58 1.16
H 2.10 0.31 1.07
H 1.03 -2.85 -0.22
H 2.05 -2.03 0.97
H 0.77 -1.12 3.27
H -2.55 -1.85 4.95
H -0.64 -3.30 5.62
H 0.44 -1.90 5.61
H -0.88 -1.98 6.77
H -2.10 0.47 4.17
H -1.79 0.29 5.90
H -0.44 0.36 4.77
H -3.83 -3.00 3.63
H -4.84 -4.21 1.75
H -3.63 -4.54 -0.35
H -1.35 -3.65 -0.64
H -1.09 -0.50 -0.47
H -0.34 -1.61 -1.65
H -0.98 0.63 -2.63
H 1.74 -0.59 -2.66
H 1.70 1.08 -3.25
H -0.08 0.49 -4.87
H 1.41 -0.43 -5.13
H -0.85 -1.44 -3.80
*
```

HOMO energy	-7.7	eV
HOMO-LUMO gap	8.5	eV

***

# 3
The following is a quantum chemistry calculation of 2 unconnected molecules or ions with the total composition C6H12N2, from OMol25.

ORCA input file:
```
! RIJCOSX wB97M-V def2-TZVPD def2/J DEFGRID3
* xyz 0 1
C -2.35 -1.20 -1.41
C -2.05 -1.45 -2.67
N -0.79 -1.91 -3.12
C 0.22 -1.17 -2.97
H -1.60 -1.33 -0.63
H -3.36 -0.92 -1.13
H -2.78 -1.43 -3.47
H 1.20 -1.53 -3.29
H 0.17 -0.17 -2.53
C 2.01 0.63 3.46
C 1.09 1.23 2.72
C 1.11 1.27 1.22
N -0.10 0.64 0.68
H 1.95 0.64 4.54
H 2.84 0.12 3.00
H 0.26 1.74 3.21
H 1.22 2.31 0.89
H 1.98 0.72 0.87
H -0.12 0.68 -0.33
H -0.92 1.14 0.99
*
```

HOMO energy	-9.2	eV
HOMO-LUMO gap	10.1	eV

***

The following ΔE to the lowest compared entry with this formula, charge and spin values (in kJ/mol) correspond, in order, to the records above: 278.61; 125.46; 238.62.